Here is a 2-piece molecular cluster, H4NS overall from OMol25. Energies are from wB97M-V/def2-TZVPD.

Geometry (Å):
N  -0.57  2.01  -0.82
H  0.28  1.86  -1.25
H  -1.18  1.30  -1.18
H  -0.36  1.64  0.08
S  0.76  -2.76  1.49
H  1.08  -4.04  1.69

Results
**HOMO**: -2.4 eV
**Net charge**: -1
**LUMO energy**: 0.1449 Ha
**ΔE to the lowest compared entry with this formula, charge and spin**: 31.7 kJ/mol